[1]
# C3H10N2

2 unconnected molecules or ions with the total composition C3H10N2 (ωB97M-V with the def2-TZVPD basis set, the Open Molecules 2025 dataset).

2S+1: 1
LUMO energy (Eh): 0.0423
Highest occupied orbital energy (eV): -8.5
Energy above the lowest of the compared OMol25 structures with the same formula, charge and spin (eV): 1.5611

Cartesian coordinates (Å):
C  2.300  1.364  0.966
N  1.442  2.283  1.105
H  1.993  0.327  1.076
H  3.345  1.614  0.798
H  1.810  3.209  0.904
C  -0.464  -0.215  -1.286
N  -0.957  -1.489  -0.818
C  -1.623  -1.425  0.480
H  0.067  -0.344  -2.232
H  0.209  0.246  -0.565
H  -1.274  0.519  -1.439
H  -1.555  -1.908  -1.513
H  -0.936  -1.744  1.271
H  -1.849  -0.394  0.756
H  -2.509  -2.043  0.498

***

[2]
# C19H18BrClI2NO3S2

A molecular structure, C19H18BrClI2NO3S2 in a non-equilibrium geometry (ωB97M-V with the def2-TZVPD basis set, the Open Molecules 2025 dataset).

Total charge: -1
2S+1: 1
LUMO energy (Eh): 0.0360
Highest occupied orbital energy (eV): -2.8

Cartesian coordinates (Å):
C  1.267  2.206  -0.813
C  0.891  2.144  -2.326
I  2.157  3.047  -3.842
C  -0.247  1.511  -2.757
I  -0.774  1.434  -4.864
C  -1.237  0.841  -1.791
C  -2.285  1.696  -1.220
C  -3.300  1.173  -0.319
S  -4.523  2.391  0.320
C  -4.311  2.662  2.118
O  -4.260  3.701  -0.312
O  -5.886  1.993  -0.050
C  -3.273  -0.244  0.031
Br  -4.581  -1.007  1.237
C  -2.227  -1.096  -0.514
C  -1.182  -0.580  -1.422
N  -0.147  -1.427  -1.940
C  0.512  -2.209  -0.935
C  1.979  -2.269  -0.807
C  2.598  -3.083  0.253
C  4.160  -3.037  0.316
C  4.650  -1.756  1.160
C  4.849  -0.493  0.213
Cl  3.404  -1.264  2.433
C  1.819  -3.888  1.190
C  0.364  -3.828  1.067
C  -0.249  -3.010  0.044
S  -2.070  -2.874  -0.112
H  1.012  3.214  -0.379
H  2.359  1.989  -0.653
H  0.707  1.441  -0.206
H  -2.308  2.778  -1.473
H  -4.937  3.562  2.436
H  -3.246  2.934  2.366
H  -4.586  1.758  2.715
H  0.509  -0.925  -2.538
H  2.609  -1.683  -1.524
H  4.609  -2.918  -0.710
H  4.603  -3.950  0.800
H  5.572  -1.999  1.757
H  4.219  0.341  0.628
H  5.909  -0.136  0.166
H  4.435  -0.761  -0.788
H  2.339  -4.486  1.979
H  -0.259  -4.421  1.774
O  -5.424  5.026  3.763
H  -6.220  5.501  3.527

***

[3]
# C10H16ClEuTeYb

A molecular structure, C10H16ClEuTeYb in a non-equilibrium geometry (ωB97M-V with the def2-TZVPD basis set, the Open Molecules 2025 dataset).

Total charge: -2
2S+1: 9
LUMO energy (spin up / spin down) (Eh): 0.1533 / 0.1531
Highest occupied orbital energy (spin up / spin down) (eV): 0.8 / -0.1

Cartesian coordinates (Å):
Yb  -0.239  0.064  -0.168
Cl  1.752  0.349  -1.591
C  0.524  0.414  1.964
H  -0.310  0.431  2.684
H  1.050  1.383  2.017
H  1.234  -0.357  2.300
Eu  1.844  2.989  -2.367
C  4.023  2.814  -1.210
C  1.018  1.919  -4.448
C  1.132  5.238  -2.340
H  -0.034  1.754  -4.152
H  1.085  2.518  -5.366
H  1.529  0.947  -4.535
H  3.676  2.870  -0.162
H  4.396  1.799  -1.420
H  4.762  3.595  -1.437
H  1.600  6.039  -1.709
H  0.360  5.667  -3.032
Te  -2.503  -1.703  -0.824
C  -2.617  -2.573  1.068
C  -1.502  -3.191  1.685
C  -1.689  -3.848  2.907
C  -2.953  -3.880  3.514
C  -4.049  -3.246  2.908
C  -3.893  -2.582  1.686
H  -0.538  -3.153  1.168
H  -0.841  -4.341  3.388
H  -3.086  -4.400  4.463
H  -5.029  -3.273  3.387
H  -4.714  -2.080  1.171

***

[4]
# C39H97CrN5O13

A molecular structure, C39H97CrN5O13 in a non-equilibrium geometry (ωB97M-V with the def2-TZVPD basis set, the Open Molecules 2025 dataset).

2S+1: 5
LUMO energy (spin up / spin down) (Eh): 0.0209 / 0.0207
Highest occupied orbital energy (spin up / spin down) (eV): -6.1 / -7.4

Cartesian coordinates (Å):
Cr  -1.343  -0.042  0.269
C  -1.135  2.628  3.473
C  -0.025  1.805  2.888
C  0.366  0.719  3.943
O  -0.230  1.328  1.560
H  -1.987  1.994  3.720
H  -1.348  3.464  2.807
H  -0.859  3.044  4.442
H  0.806  2.510  2.847
H  0.530  1.135  4.937
H  1.309  0.230  3.699
H  -0.415  -0.033  3.826
C  -4.487  -1.481  -2.280
C  -3.593  -2.271  -1.311
C  -2.918  -3.469  -1.987
O  -2.642  -1.455  -0.660
H  -5.381  -2.067  -2.494
H  -3.971  -1.240  -3.209
H  -4.734  -0.506  -1.859
H  -4.213  -2.681  -0.513
H  -3.512  -4.096  -2.652
H  -2.489  -4.117  -1.222
H  -2.073  -3.147  -2.596
C  0.443  -4.217  -3.334
O  0.728  -3.899  -1.984
C  1.312  -5.014  -1.265
C  2.827  -5.329  -1.581
N  3.682  -4.157  -1.353
C  4.910  -4.146  -2.091
C  5.987  -5.173  -1.732
O  7.249  -4.658  -2.011
C  8.355  -5.496  -1.761
H  -0.059  -3.410  -3.869
H  -0.279  -5.031  -3.396
H  1.359  -4.341  -3.911
H  0.803  -5.976  -1.303
H  1.266  -4.739  -0.212
H  2.770  -5.573  -2.642
H  3.171  -6.175  -0.985
H  3.077  -3.417  -1.682
H  5.254  -3.116  -1.994
H  4.660  -4.328  -3.137
H  5.819  -6.120  -2.244
H  5.907  -5.422  -0.674
H  8.308  -6.343  -2.446
H  8.365  -5.909  -0.753
H  9.278  -4.941  -1.928
C  4.430  3.151  -3.993
O  5.484  2.974  -3.062
C  5.526  4.098  -2.199
C  6.752  4.130  -1.282
N  6.680  3.242  -0.094
C  6.523  1.808  -0.291
C  5.068  1.426  0.086
O  4.755  2.078  1.312
C  3.722  1.434  2.010
H  3.469  3.241  -3.485
H  4.295  2.251  -4.593
H  4.620  3.964  -4.694
H  4.619  4.120  -1.596
H  5.663  4.974  -2.833
H  6.905  5.168  -0.985
H  7.672  3.832  -1.784
H  5.891  3.469  0.494
H  7.215  1.233  0.324
H  6.708  1.572  -1.339
H  5.092  0.340  0.171
H  4.309  1.669  -0.658
H  2.821  1.243  1.426
H  3.434  2.049  2.862
H  4.130  0.519  2.440
C  1.114  2.194  -4.813
O  0.278  1.369  -3.998
C  -1.141  1.656  -3.978
C  -1.756  0.892  -2.779
N  -1.294  1.370  -1.515
C  -2.109  2.530  -0.974
C  -3.429  2.124  -0.249
O  -3.148  1.055  0.648
C  -4.301  0.626  1.389
H  1.312  3.122  -4.277
H  0.727  2.332  -5.822
H  2.105  1.741  -4.821
H  -1.558  1.171  -4.860
H  -1.437  2.699  -4.090
H  -1.454  -0.139  -2.962
H  -2.841  0.952  -2.854
H  -0.438  1.856  -1.739
H  -2.376  3.190  -1.799
H  -1.580  3.217  -0.314
H  -4.102  1.673  -0.978
H  -3.986  2.932  0.226
H  -4.841  1.487  1.784
H  -3.853  0.160  2.267
H  -5.017  0.029  0.824
C  -2.201  -2.134  2.826
O  -1.295  -1.658  1.826
C  -0.187  -2.541  1.494
C  0.886  -1.861  0.719
N  0.360  -1.298  -0.496
C  1.319  -0.375  -1.113
C  2.727  -0.895  -1.413
O  2.713  -1.822  -2.485
C  2.231  -1.280  -3.746
H  -2.825  -2.898  2.363
H  -2.764  -1.266  3.171
H  -1.681  -2.348  3.760
H  -0.627  -3.289  0.835
H  0.258  -3.082  2.328
H  1.678  -2.564  0.461
H  1.244  -1.108  1.421
H  0.396  -2.109  -1.096
H  1.454  0.447  -0.409
H  0.904  0.144  -1.977
H  3.144  -1.376  -0.528
H  3.279  -0.031  -1.785
H  2.462  -2.043  -4.490
H  2.827  -0.415  -4.035
H  1.169  -1.044  -3.811
C  -5.918  -2.718  2.619
O  -6.270  -1.681  3.553
C  -7.358  -1.962  4.443
C  -7.625  -0.672  5.262
N  -8.119  0.430  4.385
C  -8.537  1.638  5.075
C  -7.419  2.505  5.703
O  -6.428  3.002  4.782
C  -5.192  2.265  4.857
H  -5.564  -3.622  3.115
H  -5.192  -2.347  1.896
H  -6.749  -3.022  1.982
H  -7.073  -2.759  5.131
H  -8.202  -2.387  3.900
H  -6.711  -0.338  5.754
H  -8.335  -0.835  6.073
H  -7.437  0.560  3.651
H  -9.266  1.354  5.834
H  -8.999  2.310  4.352
H  -6.970  1.977  6.545
H  -7.887  3.426  6.052
H  -5.343  1.281  4.415
H  -4.816  2.209  5.879
H  -4.434  2.822  4.306
C  2.284  4.663  0.490
C  0.985  4.346  -0.278
C  0.905  5.073  -1.641
O  1.037  2.999  -0.560
H  2.329  3.983  1.341
H  2.390  5.720  0.731
H  3.121  4.362  -0.140
H  0.119  4.540  0.355
H  0.642  6.113  -1.447
H  0.182  4.555  -2.272
H  1.900  5.052  -2.085
H  0.976  2.457  0.230